20
Properties=species:S:1:pos:R:3:lowdin_charge:R:1 method="wB97M-V/def2-TZVPD" lumo_ev=0.79 charge=0 de_lowest_kcal_mol=53.1 gap_ev=8.5
N -1.190 -0.319 1.059 -0.08
H -1.725 0.528 1.064 0.10
O 0.536 4.407 -0.799 -0.05
H -0.015 4.931 -1.366 0.03
C 0.090 0.777 -0.677 -0.02
H -0.705 -2.529 -0.134 0.11
C -0.256 -0.549 0.030 -0.36
C 1.107 -2.071 -1.373 -0.10
H 0.942 -3.016 -1.858 0.06
H 1.126 -1.248 -2.097 0.06
C -0.794 -0.862 2.369 -0.11
H -0.288 0.755 -1.689 0.08
H 1.180 0.727 -0.895 0.09
H -1.707 -0.743 3.021 0.09
H 0.221 3.549 -0.488 0.00
H -0.477 -1.883 2.229 0.06
C 0.052 -1.789 -0.339 -0.14
H -0.087 -0.266 2.977 0.07
H 2.116 -2.049 -0.947 0.07
H -0.128 1.649 -0.088 0.04